A structure of composition C27H36FN4O2SbSe4SiTi at a distorted geometry, computed with the ωB97M-V functional and the def2-TZVPD basis.

The energy above the lowest of the compared OMol25 structures with the same formula, charge and spin is 0.129 eV. The HOMO energy is -1.46 eV. Its total charge is -2. The calculation puts the energy at -12504.99637 a.u. The value obtained for the maximum force is 1.267 eV/A.

Geometry (Å):
Ti 0.075 -0.365 0.135
C 0.343 3.771 -1.139
N -0.652 2.862 -1.652
C -1.970 3.441 -1.745
C -0.247 2.018 -2.705
C -0.831 2.087 -3.967
C -0.492 1.185 -4.968
C 0.458 0.208 -4.726
C 1.041 0.125 -3.470
C 0.685 0.997 -2.452
N 1.192 0.784 -1.132
C 2.539 0.932 -0.938
C 3.441 1.452 -1.888
C 4.793 1.569 -1.612
C 5.314 1.179 -0.387
C 4.439 0.674 0.568
C 3.091 0.550 0.304
N 2.155 0.060 1.302
C 2.598 -1.189 1.940
C 1.992 1.074 2.358
H 0.501 4.638 -1.807
H 0.020 4.151 -0.165
H 1.296 3.263 -1.006
H -2.025 4.298 -2.439
H -2.684 2.681 -2.062
H -2.265 3.794 -0.753
H -1.598 2.824 -4.166
H -1.002 1.233 -5.922
H 0.706 -0.518 -5.490
H 1.741 -0.669 -3.231
H 3.064 1.755 -2.855
H 5.451 1.968 -2.377
H 6.373 1.259 -0.178
H 4.821 0.361 1.534
H 3.485 -1.025 2.567
H 1.792 -1.549 2.579
H 2.823 -1.926 1.174
H 2.925 1.187 2.925
H 1.738 2.035 1.917
H 1.199 0.764 3.040
C 0.055 -3.710 1.901
Si -1.269 -2.479 2.414
C -2.905 -2.882 1.605
C -1.410 -2.894 4.271
N -0.785 -0.841 2.072
C -1.487 0.196 2.637
C -2.401 0.125 3.712
C -3.032 1.248 4.227
C -2.801 2.516 3.718
C -1.914 2.639 2.653
C -1.311 1.509 2.170
F -0.431 1.656 1.124
H -0.413 -4.699 1.867
H 0.851 -3.751 2.650
H 0.499 -3.525 0.928
H -3.387 -3.752 2.062
H -2.768 -3.077 0.539
H -3.580 -2.027 1.691
H -1.150 -3.949 4.394
H -2.407 -2.756 4.694
H -0.702 -2.306 4.863
H -2.637 -0.836 4.139
H -3.732 1.120 5.046
H -3.306 3.385 4.118
H -1.695 3.589 2.184
C 0.727 -4.007 -2.226
O 0.167 -2.942 -1.463
C 1.040 -2.121 -0.821
O 2.238 -2.354 -0.903
H -0.119 -4.506 -2.691
H 1.283 -4.697 -1.586
H 1.406 -3.619 -2.987
Se -4.118 0.747 -4.458
Sb -4.630 -1.075 -2.682
Se -6.329 -0.148 -4.481
Se -4.019 -3.267 -3.448
Se -1.855 -0.447 -1.041

Atom charges from the Mulliken analysis, given in e for atoms 1 to 8:
1. Ti -0.828
2. C -1.044
3. N 0.935
4. C -1.102
5. C -0.414
6. C -0.414
7. C -0.752
8. C -1.051

***

A cluster of 2 separate species, C27H36NO2Si2 in total at a distorted geometry, computed with the ωB97M-V functional and the def2-TZVPD basis.

The HOMO energy is -10.13 eV. Its total charge is +1. The calculation puts the energy at -1834.36991 a.u. The value obtained for the maximum force is 1.864 eV/A.

Geometry (Å):
C -4.527 -0.604 -0.612
Si -3.331 0.823 -0.559
C -2.128 0.668 -1.969
C -4.143 2.489 -0.402
O -2.531 0.642 0.938
N -1.348 -0.196 0.985
O -1.495 -0.917 2.148
Si -2.658 -0.316 3.320
C -4.355 -0.834 2.749
C -2.076 -1.285 4.814
C -2.485 1.512 3.702
C -0.237 0.697 1.152
C -0.136 1.819 0.383
C 0.684 0.267 2.188
C 1.361 1.244 2.951
C 1.965 0.867 4.155
C 1.996 -0.480 4.533
C 1.507 -1.466 3.666
C 0.836 -1.093 2.502
H -4.922 -0.660 -1.637
H -4.016 -1.552 -0.384
H -5.357 -0.475 0.094
H -2.640 0.146 -2.795
H -1.803 1.647 -2.349
H -1.244 0.077 -1.695
H -4.655 2.737 -1.342
H -4.887 2.496 0.405
H -3.413 3.284 -0.195
H -4.866 -1.315 3.598
H -4.961 0.024 2.432
H -4.310 -1.561 1.928
H -2.813 -1.149 5.622
H -1.994 -2.358 4.581
H -1.096 -0.942 5.174
H -3.043 1.697 4.637
H -1.444 1.813 3.881
H -2.904 2.164 2.923
H 0.476 2.652 0.720
H -0.667 1.873 -0.559
H 1.376 2.269 2.569
H 2.373 1.647 4.801
H 2.449 -0.776 5.485
H 1.609 -2.537 3.890
H 0.498 -1.860 1.808
C 1.919 -0.557 -3.012
C 2.337 -1.532 -3.965
C 1.402 -2.115 -4.877
C 1.839 -2.869 -5.961
C 3.209 -3.107 -6.151
C 4.132 -2.689 -5.176
C 3.702 -1.962 -4.077
C 2.775 0.406 -2.419
C 2.306 1.105 -1.275
C 3.133 1.927 -0.529
C 4.485 2.059 -0.896
C 4.945 1.482 -2.095
C 4.095 0.711 -2.879
H 0.860 -0.540 -2.759
H 0.340 -1.912 -4.735
H 1.111 -3.278 -6.666
H 3.552 -3.643 -7.029
H 5.192 -2.935 -5.280
H 4.416 -1.674 -3.296
H 1.271 0.927 -0.993
H 2.732 2.453 0.342
H 5.170 2.626 -0.260
H 5.983 1.632 -2.415
H 4.446 0.308 -3.830

Atom charges from the natural (NBO) analysis, given in e for atoms 1 to 8:
1. C -1.159
2. Si 1.921
3. C -1.174
4. C -1.153
5. O -0.768
6. N 0.097
7. O -0.710
8. Si 1.888